#one
Molecular formula: C2H2O4
Method: DFT, ωB97M-V/def2-TZVPD

## Properties
**HOMO**: -10.900 eV
**SMILES string**: O=C=O.O=CO
**Total charge**: 0

XYZ file:
```
8
C2H2O4 (ωB97M-V/def2-TZVPD)
O 3.1697 0.2636 0.5561
C 2.2680 -0.2495 0.0804
O 1.3948 -0.8251 -0.3564
O -0.8150 1.4045 -0.3576
C -1.1432 0.2609 -0.4178
O -1.7292 -0.4381 0.5150
H -0.9922 -0.4455 -1.2922
H -2.1529 0.0291 1.2725
```

***

#two
Molecular formula: C2H2O4
Method: DFT, ωB97M-V/def2-TZVPD

## Properties
**HOMO**: -9.741 eV
**Total charge**: 0

XYZ file:
```
8
C2H2O4 (ωB97M-V/def2-TZVPD)
C 0.5200 -0.4933 2.0606
C -0.2541 0.6490 -0.5447
O -0.4330 0.1016 2.3032
O 1.4824 -1.0302 1.7425
O -1.3985 0.0561 -0.5545
O 0.3527 0.3538 -1.7299
H -1.5091 -0.4861 -1.4829
H 1.2396 0.8490 -1.7943
```

***

#three
Molecular formula: C2H2O4
Method: DFT, ωB97M-V/def2-TZVPD

## Properties
**HOMO (spin up / spin down)**: -9.092 / -8.969 eV
**Total charge**: 0

XYZ file:
```
8
C2H2O4 (ωB97M-V/def2-TZVPD)
C -1.5936 -0.2220 -0.0676
C 1.6591 0.0842 0.2315
O -2.1366 -0.1602 -1.1695
O 2.2863 -0.2641 1.1677
O -1.9879 -0.0165 1.1379
O 1.8560 0.0702 -1.0877
H -2.8741 0.3821 1.1846
H 2.7906 0.1263 -1.3969
```

***

Energetically preferred structure: #one | next structure: +177.3 kJ/mol

***

#one
Molecular formula: C15H19F3NO6S2
Method: DFT, ωB97M-V/def2-TZVPD

## Properties
**HOMO**: -3.129 eV
**Total charge**: -1

XYZ file:
```
46
C15H19F3NO6S2 (ωB97M-V/def2-TZVPD)
C 0.9199 0.9163 -0.6811
N 2.3599 0.9640 -0.4960
S 3.0914 -0.1004 -1.6195
C 4.6261 -0.7596 -0.9289
F 5.6151 0.1653 -0.9196
F 4.5201 -1.3014 0.3069
F 4.9894 -1.7627 -1.7986
S 2.8680 1.9264 0.8021
C 1.8297 1.1505 2.0024
C 0.6746 1.7708 2.5080
C -0.2196 0.9682 3.2238
C 0.0542 -0.3878 3.4231
C 1.2154 -0.9655 2.9444
C 2.1690 -0.1697 2.3266
O 4.2506 1.6180 1.0317
O 2.3828 3.2564 0.6017
H 0.8320 0.1917 -1.5064
H 0.4348 0.5087 0.2230
H 0.5005 1.8910 -0.9564
H 0.4601 2.8281 2.2972
H -1.1435 1.3906 3.6324
H -0.6408 -1.0053 3.9730
H 1.3686 -2.0372 3.0629
H 3.1554 -0.5441 2.0496
H -0.7139 -1.3773 -0.5769
C -0.9257 -0.3436 -0.8121
C -1.1888 0.0035 -2.2304
O -1.5882 1.0788 -2.6462
O -0.8337 -1.0102 -3.0684
C -1.4100 -0.7849 -4.3674
C -0.8548 -1.7928 -5.3312
C -1.9691 0.2678 0.0293
O -2.5804 1.2840 -0.2597
O -2.1969 -0.3723 1.2197
C -3.5098 0.0048 1.7218
C -3.6561 -0.2731 3.1852
H -2.4955 -0.8840 -4.2683
H -1.1700 0.2390 -4.6761
H -1.4920 -1.7696 -6.2179
H 0.1602 -1.5178 -5.6356
H -0.8525 -2.8068 -4.9112
H -3.6388 1.0741 1.5335
H -4.2325 -0.5563 1.1223
H -4.7241 -0.2357 3.4215
H -3.2706 -1.2531 3.4850
H -3.1705 0.5133 3.7806
```

***

#two
Molecular formula: C15H19F3NO6S2
Method: DFT, ωB97M-V/def2-TZVPD

## Properties
**HOMO**: -3.222 eV
**Total charge**: -1

XYZ file:
```
46
C15H19F3NO6S2 (ωB97M-V/def2-TZVPD)
C 1.1707 2.2206 1.1717
N 2.1063 1.4170 1.8591
S 1.5854 -0.3374 1.8425
C 2.5105 -0.5972 0.3243
F 2.6022 0.4674 -0.5081
F 3.7734 -0.9887 0.6463
F 1.9138 -1.6182 -0.3495
S 2.9434 1.9357 3.2417
C 1.9147 1.1958 4.4918
C 0.9976 2.0218 5.1309
C 0.0919 1.4552 6.0233
C 0.1021 0.0780 6.2709
C 1.0601 -0.7321 5.6545
C 2.0044 -0.1684 4.7970
O 4.2310 1.2981 3.2480
O 2.8168 3.3680 3.2891
H 0.2775 1.3809 0.8702
H 0.7665 3.0255 1.8003
H 1.5937 2.6137 0.2332
H 0.9977 3.0889 4.9089
H -0.6170 2.1044 6.5361
H -0.6140 -0.3614 6.9689
H 1.0842 -1.8093 5.8400
H 2.8000 -0.7820 4.3802
H -0.2340 -0.6997 1.0296
C -0.5272 0.3549 0.8263
C -1.0566 0.3220 -0.5740
O -1.9099 1.0419 -1.0558
O -0.4652 -0.6779 -1.2819
C -1.0218 -0.9015 -2.5911
C -0.3718 -2.1393 -3.1581
C -1.6626 0.7097 1.7375
O -2.1731 1.8126 1.8128
O -2.0463 -0.3216 2.5300
C -3.2234 -0.0572 3.3421
C -3.1886 -1.0146 4.5006
H -2.1089 -1.0398 -2.4966
H -0.8216 -0.0297 -3.2284
H -0.6898 -2.2640 -4.1991
H 0.7244 -2.0693 -3.1308
H -0.6881 -3.0314 -2.6056
H -3.2371 0.9847 3.6874
H -4.1164 -0.2381 2.7252
H -4.1178 -0.9481 5.0719
H -3.0794 -2.0433 4.1497
H -2.3555 -0.7899 5.1731
```

***

Energetically preferred structure: #one | next structure: +37.3 kJ/mol

***

#one
Molecular formula: C11H14Si
Method: DFT, ωB97M-V/def2-TZVPD

## Properties
**HOMO (spin up / spin down)**: -5.865 / -5.212 eV
**Total charge**: 0

XYZ file:
```
26
C11H14Si (ωB97M-V/def2-TZVPD)
C 2.0417 2.6860 0.9950
C 1.6713 1.6824 1.8916
C 1.6764 2.5593 -0.2988
C 0.7751 0.6853 1.5114
C 0.7519 1.6697 -0.7308
C 0.2780 0.6560 0.2074
C -2.9422 0.5432 1.5094
C -1.9032 -2.4676 -2.3393
C -2.7181 -0.4247 0.6124
C -1.0661 -1.5641 -1.9106
C 2.1070 -2.1335 -0.5240
Si -1.1401 -0.6663 -0.2925
H 2.7866 3.4358 1.2907
H 1.9879 1.6467 2.9479
H 1.9633 3.3293 -1.0235
H 0.5832 -0.0232 2.2913
H 0.6037 1.4779 -1.7965
H -3.7785 0.7438 2.0647
H -2.1544 1.2227 1.7273
H -1.7089 -2.9196 -3.2966
H -2.7449 -2.7227 -1.7381
H -3.6356 -1.0266 0.3440
H -0.0101 -1.4598 -2.2238
H 2.4609 -1.4209 0.1210
H 1.3627 -2.7331 -0.0653
H 2.7527 -2.7759 -1.2745
```

***

#two
Molecular formula: C11H14Si
Method: DFT, ωB97M-V/def2-TZVPD

## Properties
**HOMO (spin up / spin down)**: -7.617 / -7.617 eV
**SMILES string**: C=C=[Si](C=C)c1ccccc1.C
**Total charge**: 0

XYZ file:
```
26
C11H14Si (ωB97M-V/def2-TZVPD)
C 3.3487 -2.1121 0.3620
C 2.2937 -1.5545 0.9002
Si 0.5938 -1.2255 1.1513
C -0.4192 -2.1084 2.4536
C -1.4414 -1.5589 3.0963
C -0.1715 0.3846 0.5731
C -1.3695 0.4230 -0.1364
C -1.8979 1.6276 -0.5641
C -1.2356 2.8126 -0.2886
C -0.0400 2.7879 0.4094
C 0.4875 1.5827 0.8337
H 4.3479 -1.8819 0.7148
H 3.3225 -2.7811 -0.4962
H -0.1387 -3.1300 2.6773
H -2.0145 -2.0939 3.8387
H -1.7550 -0.5424 2.9077
H -1.8911 -0.4988 -0.3593
H -2.8276 1.6422 -1.1164
H -1.6513 3.7534 -0.6194
H 0.4829 3.7083 0.6265
H 1.4222 1.5572 1.3752
C 0.1104 -0.1589 -3.6681
H -0.3543 0.2903 -2.8002
H -0.4863 -0.9958 -4.0082
H 1.1011 -0.5045 -3.4040
H 0.1831 0.5768 -4.4589
```

***

#three
Molecular formula: C11H14Si
Method: DFT, ωB97M-V/def2-TZVPD

## Properties
**HOMO**: -8.792 eV
**Total charge**: 0

XYZ file:
```
26
C11H14Si (ωB97M-V/def2-TZVPD)
C 2.8959 -1.4616 -0.9204
C -2.2310 -2.1478 -0.4846
C -0.6808 2.4402 -0.9500
C 1.8832 -1.1117 -0.3314
C -1.4060 -1.3515 -0.0814
C -0.4975 1.3534 -0.4493
C 4.1140 -1.8054 -1.5071
C -3.3164 -3.0505 -0.8503
C -1.1038 3.6930 -1.5394
C 0.3138 1.5128 2.8533
C -0.1873 0.1377 2.4253
Si -0.1453 -0.1618 0.5493
H 4.0680 -1.9640 -2.6207
H 4.8874 -0.9867 -1.4617
H 4.6601 -2.6689 -1.1367
H -3.7566 -3.3450 0.0713
H -4.0146 -2.5043 -1.5097
H -2.8646 -3.8855 -1.4209
H -2.1053 3.8424 -1.8076
H -0.7535 4.5566 -0.9018
H -0.5996 3.8420 -2.4443
H 0.3019 1.5231 3.9157
H 1.3817 1.6302 2.3967
H -0.2238 2.4676 2.5203
H -1.1525 -0.0068 2.8968
H 0.5323 -0.5471 2.7888
```

***

Energetically preferred structure: #two | next structure: +271.2 kJ/mol

***

#one
Molecular formula: C3H9O2
Method: DFT, ωB97M-V/def2-TZVPD

## Properties
**HOMO**: -2.329 eV
**Total charge**: -1

XYZ file:
```
14
C3H9O2 (ωB97M-V/def2-TZVPD)
C -2.5134 -0.1094 -0.6786
O -1.5244 -0.0962 0.2459
H -3.3232 0.6510 -0.5058
H -2.1411 0.1323 -1.7109
H -3.0665 -1.0787 -0.7883
C 1.2220 0.3405 -0.2769
O 2.6223 0.0598 -0.6458
C 1.0858 -0.0335 1.1925
H 1.1333 1.4124 -0.4372
H 0.5046 -0.1867 -0.8930
H 2.8737 -0.6831 -0.0843
H 1.6894 0.6238 1.8211
H 0.0345 0.0458 1.4690
H 1.4030 -1.0779 1.2923
```

***

#two
Molecular formula: C3H9O2
Method: DFT, ωB97M-V/def2-TZVPD

## Properties
**HOMO**: -3.336 eV
**Total charge**: -1

XYZ file:
```
14
C3H9O2 (ωB97M-V/def2-TZVPD)
C -0.3165 0.0270 -0.4210
O 0.7369 0.9065 -0.5047
C 0.1558 -1.3108 0.1871
C -0.4984 -2.5803 -0.3324
H -0.6980 -0.2759 -1.4292
H -1.2632 0.3179 0.0489
H 0.3667 -1.2500 1.2621
H 1.2205 -1.3399 -0.1062
H 0.2654 -3.3296 -0.0979
H -0.4827 -2.5869 -1.4356
H -1.5661 -2.6594 -0.1385
H -0.2568 3.3394 0.3546
H 0.5682 1.7785 0.0683
O 0.0172 2.7422 1.0565
```

***

Energetically preferred structure: #two | next structure: +49.9 kJ/mol